[1]
C25H14Cl3N3O2Ta | ωB97M-V/def2-TZVPD

Values from the calculation:
- HOMO: -17.25 eV
- Net charge: +3
- Total energy: -73812.309 eV
- Relative energy (zero: lowest compared OMol25 entry of this formula, charge and spin): 17.2 kcal per mole

Structure (XYZ):
```
48
Properties=species:S:1:pos:R:3:lowdin_charge:R:1
Ta 0.075 -0.024 -0.015 2.04
Cl -0.697 -4.922 0.058 0.86
Cl -5.906 -3.682 -0.115 0.86
Cl 4.670 -3.885 3.984 0.81
O 1.840 -0.519 0.129 -0.20
O -0.373 -1.855 -0.036 -0.19
N 0.265 0.249 2.022 -0.05
N -0.287 2.101 0.232 -0.09
N -2.152 -0.141 -0.085 -0.03
C -1.359 3.562 1.851 -0.12
C 2.802 -2.094 3.287 0.01
C -1.919 -3.749 -0.003 -0.56
C 2.517 -1.363 0.996 -0.23
C -1.005 1.537 3.765 0.05
C -1.670 2.737 4.099 0.01
C 2.098 -1.318 2.344 -0.12
C -1.619 -2.407 -0.045 -0.30
C 3.836 -2.907 2.861 -0.63
C -1.472 4.540 0.838 0.09
C -0.984 4.295 -0.427 0.02
C -0.415 3.054 -0.701 -0.07
C -4.277 -3.190 -0.078 -0.56
C -3.090 0.832 -0.129 -0.06
C 4.214 -2.918 1.514 0.01
C -2.615 -1.435 -0.082 -0.15
C -0.506 1.369 2.501 -0.19
C -0.713 2.360 1.521 -0.18
C -3.973 -1.787 -0.107 -0.13
C 3.566 -2.130 0.564 0.06
C 1.103 -0.415 2.793 0.04
C -3.280 -4.131 -0.024 -0.06
C -4.899 -0.742 -0.158 0.07
C -4.446 0.569 -0.170 0.02
C -1.829 3.736 3.176 0.04
H -2.040 2.863 5.107 0.14
H -2.739 1.854 -0.143 0.11
H -0.060 2.825 -1.701 0.14
H -5.143 1.394 -0.216 0.14
H -2.313 4.666 3.447 0.14
H 5.042 -3.545 1.210 0.14
H -1.942 5.489 1.068 0.15
H 2.529 -2.066 4.334 0.14
H -5.960 -0.958 -0.187 0.13
H -3.529 -5.183 -0.001 0.13
H -1.044 5.036 -1.211 0.14
H 3.890 -2.118 -0.467 0.15
H 1.061 -0.202 3.859 0.16
H -0.889 0.772 4.522 0.14
```

=====

[2]
C25H14Cl5F2NTeZn | ωB97M-V/def2-TZVPD

Values from the calculation:
- HOMO: -8.46 eV
- Total energy: -151401.416 eV

Structure (XYZ):
```
49
Properties=species:S:1:pos:R:3:lowdin_charge:R:1
Te 0.892 2.238 1.072 1.32
Zn 1.302 -0.578 0.396 0.56
Cl 4.872 -4.576 2.152 0.68
Cl 6.927 0.218 0.794 0.68
Cl 2.031 -3.574 1.353 0.67
Cl 7.319 -2.671 1.883 0.69
Cl 4.092 1.209 -0.004 0.62
F -3.781 -1.067 -0.599 0.05
F -1.246 -0.015 -4.355 0.07
N -0.252 -1.125 1.738 0.00
C -1.241 2.176 0.972 -0.41
C 4.652 -2.970 1.583 -0.71
C -1.415 -1.313 1.087 -0.21
C 3.391 -2.492 1.238 -0.70
C 3.158 -1.195 0.794 -0.28
C -1.400 -0.966 -0.356 -0.15
C -0.131 -0.394 -2.319 -0.06
C -1.302 -0.326 -3.048 -0.28
C -3.304 2.572 -2.186 -0.09
C -0.143 -1.405 3.035 -0.14
C -0.626 2.655 -1.424 -0.29
C 4.288 -0.396 0.660 -0.69
C -2.536 -0.548 -2.476 0.06
C -2.395 -2.116 3.131 -0.04
C 5.749 -2.118 1.460 -0.71
C 5.572 -0.821 0.982 -0.71
C -2.552 -0.872 -1.136 -0.22
C 0.830 2.650 -1.031 -0.42
C -0.155 -0.684 -0.961 -0.15
C -1.614 2.414 -0.470 -0.28
C -1.192 -1.897 3.784 -0.05
C -2.948 2.377 -0.860 -0.04
C -0.988 2.859 -2.750 -0.05
C -2.319 2.815 -3.135 -0.08
C -2.514 -1.827 1.784 0.01
H -1.670 2.934 1.626 0.06
H -4.346 2.534 -2.477 0.11
H -3.443 -2.010 1.274 0.11
H 0.795 -0.200 -2.849 0.11
H 1.363 1.861 -1.560 0.03
H -0.217 3.036 -3.491 0.12
H -2.586 2.962 -4.173 0.11
H -3.452 -0.472 -3.043 0.14
H -3.244 -2.517 3.669 0.11
H -3.716 2.182 -0.119 0.12
H -1.590 1.199 1.301 0.04
H 1.318 3.598 -1.252 0.06
H -1.063 -2.113 4.835 0.11
H 0.833 -1.231 3.472 0.12
```

=====

[3]
C25H14Cl5N5Pt | ωB97M-V/def2-TZVPD

Values from the calculation:
- HOMO: -7.98 eV
- Total energy: -99460.434 eV
- Relative energy (zero: lowest compared OMol25 entry of this formula, charge and spin): 25.0 kcal per mole

Structure (XYZ):
```
50
Properties=species:S:1:pos:R:3:lowdin_charge:R:1
Pt 1.812 -0.135 0.515 0.96
Cl 3.106 -4.033 0.178 0.70
Cl 5.352 0.060 4.301 0.70
Cl 6.192 -2.990 4.440 0.69
Cl 5.013 -4.965 2.356 0.68
Cl 3.267 0.937 2.092 0.71
N 0.881 1.620 -0.037 -0.12
N 0.003 -0.432 4.190 -0.03
N -5.673 2.481 -6.093 0.16
N 0.521 -1.130 -0.672 -0.11
N -0.090 -0.330 2.856 0.01
C -0.478 -0.575 -1.485 -0.25
C 0.337 -2.441 -0.686 -0.15
C -1.188 -0.653 4.783 -0.11
C 4.702 -1.106 3.222 -0.72
C 4.512 -3.319 2.327 -0.70
C -3.955 2.142 -3.070 -0.01
C -0.744 -2.812 -1.511 -0.05
C -1.376 -0.491 2.599 -0.17
C -2.954 1.800 -2.177 -0.01
C -1.250 -1.643 -2.015 -0.02
C 3.782 -0.753 2.260 -0.67
C 3.586 -2.869 1.373 -0.66
C 3.138 -1.544 1.324 -0.33
C -1.809 1.146 -2.622 -0.18
C -4.842 2.196 -5.352 -0.18
C -0.732 0.777 -1.660 -0.05
C 5.063 -2.447 3.266 -0.71
C -0.106 1.822 -0.989 -0.26
C -1.670 0.839 -3.972 -0.01
C 1.222 2.822 0.415 -0.17
C -3.804 1.837 -4.420 -0.23
C -0.338 3.214 -1.118 -0.02
C -2.660 1.187 -4.875 -0.01
C 0.494 3.845 -0.225 -0.06
C -2.121 -0.698 3.776 -0.08
H -3.180 -0.860 3.876 0.09
H 1.979 2.950 1.172 0.06
H -1.275 -0.761 5.851 0.11
H -1.032 3.676 -1.801 0.11
H 0.905 -0.349 4.624 0.15
H 0.591 4.902 -0.041 0.10
H -2.551 0.958 -5.925 0.12
H -1.715 -0.458 1.574 0.10
H -1.091 -3.817 -1.682 0.10
H 0.970 -3.083 -0.107 0.02
H -3.066 2.029 -1.125 0.13
H -4.850 2.643 -2.727 0.12
H -0.775 0.336 -4.316 0.13
H -2.103 -1.526 -2.664 0.11
```

=====

[4]
C25H15Cl2CoN5O6 | ωB97M-V/def2-TZVPD

Values from the calculation:
- HOMO (alpha / beta): -7.82 / -7.84 eV
- Multiplicity: 4
- Total energy: -108577.368 eV
- Relative energy (zero: lowest compared OMol25 entry of this formula, charge and spin): 0.0 kcal per mole

Structure (XYZ):
```
54
Properties=species:S:1:pos:R:3:lowdin_charge:R:1
Co 8.119 9.381 11.825 0.78
Cl 5.894 6.653 5.786 0.69
Cl 6.567 9.757 4.903 0.65
O 4.591 11.706 12.213 0.20
O 10.703 10.037 13.633 0.04
O 10.910 11.640 12.011 -0.03
O 5.583 9.769 12.483 0.13
O 6.529 5.879 10.430 0.01
O 8.955 12.230 10.459 0.09
N 7.873 11.049 12.960 0.10
N 9.796 9.276 10.579 0.09
N 7.377 10.809 9.813 0.17
N 8.133 7.692 13.020 0.05
N 7.148 8.128 10.532 0.05
C 8.307 6.531 14.982 -0.04
C 7.687 5.441 14.372 -0.04
C 7.032 6.888 10.973 -0.45
C 11.751 8.350 9.442 -0.01
C 8.604 11.128 9.866 -0.45
C 9.649 10.146 9.553 -0.21
C 6.831 8.407 9.200 -0.19
C 9.049 12.630 14.439 0.03
C 8.989 11.588 13.451 -0.14
C 10.445 10.166 8.454 0.01
C 10.333 11.026 13.003 -0.62
C 6.933 10.096 7.534 -0.07
C 7.527 6.661 12.390 -0.15
C 7.035 9.770 8.874 -0.19
C 6.653 9.165 6.537 -0.68
C 11.537 9.310 8.417 -0.01
C 6.707 11.637 13.335 -0.12
C 10.803 8.341 10.435 -0.05
C 5.564 10.951 12.574 -0.52
C 7.870 13.116 14.809 -0.07
C 6.493 7.536 8.217 -0.06
C 6.403 7.862 6.899 -0.70
C 6.678 12.710 14.220 0.02
C 7.281 5.471 13.047 0.01
C 8.550 7.651 14.253 -0.11
H 7.562 4.457 14.942 0.14
H 8.953 8.586 14.555 0.10
H 8.794 6.494 15.891 0.09
H 4.063 11.234 11.594 0.13
H 10.222 10.874 7.661 0.14
H 12.617 7.735 9.513 0.10
H 10.018 12.944 14.812 0.14
H 6.400 6.487 8.461 0.10
H 7.754 13.934 15.568 0.14
H 6.803 4.622 12.515 0.14
H 12.140 9.404 7.529 0.11
H 9.837 12.086 11.065 0.09
H 5.682 13.135 14.353 0.13
H 7.138 11.114 7.160 0.12
H 10.882 7.757 11.262 0.09
```

=====

[5]
C25H15Cl5F8N2NiO2S2 | ωB97M-V/def2-TZVPD

Values from the calculation:
- HOMO (alpha / beta): -1.38 / -2.05 eV
- Net charge: -2
- Multiplicity: 3
- Total energy: -180310.591 eV
- Relative energy (zero: lowest compared OMol25 entry of this formula, charge and spin): 0.0 kcal per mole

Structure (XYZ):
```
60
Properties=species:S:1:pos:R:3:lowdin_charge:R:1
Ni 9.868 13.235 11.432 0.09
Cl 12.972 13.824 13.507 0.68
Cl 15.928 11.549 8.517 0.65
Cl 17.522 12.307 11.063 0.59
Cl 16.024 13.730 13.433 0.63
Cl 12.742 11.729 8.528 0.74
S 8.234 14.360 12.388 0.77
S 10.293 15.183 10.421 0.65
F 9.816 10.540 10.493 0.07
F 6.682 16.538 6.006 0.09
F 6.274 17.579 8.425 0.07
F 10.455 14.037 7.500 0.05
F 8.656 14.681 5.589 0.07
F 7.853 11.286 10.856 0.05
F 7.966 17.051 10.466 0.01
F 8.986 12.024 9.080 0.06
O 11.750 12.432 11.187 -0.14
O 9.788 11.756 12.840 -0.04
N 7.310 14.348 14.832 -0.16
N 7.961 12.296 14.182 0.10
C 7.831 9.539 15.012 -0.04
C 7.942 8.292 15.572 -0.11
C 6.456 13.753 15.847 -0.25
C 13.648 12.142 9.895 -0.64
C 8.186 16.394 9.277 -0.21
C 6.172 16.605 14.281 -0.09
C 15.819 12.457 11.029 -0.75
C 15.031 12.022 9.875 -0.72
C 8.917 11.464 13.660 -0.40
C 8.550 15.282 6.805 -0.15
C 9.959 7.925 14.348 -0.11
C 7.329 16.735 8.241 -0.15
C 9.433 14.892 7.803 -0.20
C 7.223 13.223 17.030 -0.10
C 8.836 10.056 14.161 -0.10
C 7.519 16.190 6.990 -0.18
C 9.840 9.173 13.778 -0.02
C 7.397 15.832 14.806 -0.26
C 9.008 7.408 15.230 -0.09
C 7.904 13.556 13.880 -0.69
C 9.048 11.607 10.343 -0.65
C 15.167 13.078 12.094 -0.74
C 9.275 15.474 9.103 -0.55
C 12.967 12.635 11.040 -0.48
C 13.772 13.136 12.147 -0.61
H 8.313 16.083 14.247 0.08
H 10.879 7.378 14.161 0.10
H 6.968 10.157 15.193 0.10
H 6.516 17.385 13.577 0.07
H 6.728 12.524 17.744 0.07
H 5.688 14.483 16.111 0.11
H 5.981 12.963 15.282 0.10
H 5.726 17.082 15.177 0.06
H 7.138 8.008 16.223 0.08
H 8.109 12.700 16.593 0.08
H 5.473 15.858 13.853 0.08
H 7.547 16.051 15.868 0.10
H 9.080 6.413 15.675 0.09
H 7.671 14.046 17.598 0.06
H 10.521 9.415 12.969 0.12
```

=====

[6]
C25H15F12N3O6Pd | ωB97M-V/def2-TZVPD

Values from the calculation:
- HOMO: -1.70 eV
- Net charge: -2
- Total energy: -79019.176 eV
- Relative energy (zero: lowest compared OMol25 entry of this formula, charge and spin): 11.7 kcal per mole

Structure (XYZ):
```
62
Properties=species:S:1:pos:R:3:lowdin_charge:R:1
Pd -1.355 -0.244 -0.049 1.06
F -0.190 0.367 -4.096 0.15
F -2.298 -3.335 -0.078 0.14
F 1.346 -2.323 2.813 0.14
F -1.880 1.693 -4.340 0.14
F -2.774 3.007 -2.035 0.16
F -1.010 4.112 -2.575 0.10
F -1.574 -4.852 1.280 0.10
F -2.721 -3.190 2.032 0.15
F 0.124 2.485 -4.346 0.11
F -1.249 3.375 -0.558 0.15
F 0.616 -4.352 2.754 0.11
F -0.551 -2.830 3.720 0.14
O -0.847 -1.360 1.561 -0.22
O -5.141 3.157 3.511 0.09
O -3.752 4.316 4.787 0.04
O -3.313 0.120 0.681 -0.07
O -4.844 1.079 1.950 -0.01
O -1.612 0.681 -1.834 -0.21
N 0.441 -0.630 -0.690 -0.06
N -1.338 1.526 2.089 0.10
N -0.674 2.373 2.872 0.01
C 2.538 0.531 -0.597 -0.03
C -0.777 1.675 -2.196 -0.38
C -2.776 2.792 3.285 -0.06
C -3.653 0.922 1.578 -0.56
C -0.679 1.566 -3.750 -0.54
C 3.661 4.015 -1.607 -0.08
C -1.455 3.049 -1.841 -0.54
C 0.479 -2.929 0.136 -0.05
C -3.940 3.470 3.928 -0.53
C 3.335 1.636 -0.799 -0.07
C 0.930 -1.902 -0.736 -0.22
C -2.618 1.742 2.319 -0.13
C 0.230 -3.053 2.651 -0.54
C 2.335 -5.994 -1.206 -0.08
C 2.365 -3.544 -1.840 -0.07
C -1.488 3.148 3.609 -0.04
C 0.670 1.631 -1.649 -0.06
C -0.484 -2.641 1.322 -0.38
C 1.897 -2.256 -1.703 -0.03
C -1.776 -3.509 1.143 -0.54
C 2.826 2.774 -1.418 -0.29
C 1.889 -4.566 -1.027 -0.29
C 1.191 0.480 -1.012 -0.22
C 0.955 -4.224 -0.058 -0.01
C 1.502 2.736 -1.829 -0.01
H 2.260 -6.549 -0.269 0.07
H 2.934 -0.340 -0.089 0.11
H 4.366 1.623 -0.455 0.10
H 1.103 3.612 -2.322 0.11
H 3.437 4.501 -2.558 0.07
H 3.373 -6.046 -1.543 0.06
H 3.096 -3.762 -2.614 0.10
H 0.592 -5.014 0.583 0.10
H 1.725 -6.522 -1.946 0.07
H 3.478 4.750 -0.817 0.07
H 2.242 -1.484 -2.379 0.11
H 4.726 3.777 -1.593 0.06
H 0.329 2.381 2.817 0.16
H -5.091 2.460 2.736 0.09
H -1.131 3.893 4.299 0.12
```